# 1
Below is C27H28LiN3O2 as an isolated structure, with properties calculated with ωB97M-V/def2-TZVPD.

Summary:
2S+1	1
calculated total energy	-1367.94141	Ha
Kohn-Sham gap	5.718	eV

Last column: Löwdin charge in e.
Cartesian coordinates (Å):
Li (0.19, 0.46, -1.16)  0.57
C (1.46, 3.22, 2.39)  -0.05
O (1.09, 1.87, 2.77)  0.01
C (0.35, 1.41, 1.75)  -0.36
N (0.15, 2.14, 0.73)  0.16
C (0.93, 3.37, 0.95)  -0.24
C (0.12, 4.63, 0.74)  -0.19
C (0.73, 5.76, 0.23)  -0.03
C (0.02, 6.95, 0.09)  -0.08
C (-1.32, 7.00, 0.45)  -0.09
C (-1.94, 5.86, 0.95)  -0.08
C (-1.22, 4.68, 1.09)  -0.03
C (-0.15, 0.02, 1.84)  -0.17
C (-0.23, -0.70, 3.02)  0.03
C (-0.69, -2.01, 2.95)  -0.03
C (-1.05, -2.55, 1.72)  0.03
C (-0.93, -1.74, 0.61)  -0.18
N (-0.49, -0.49, 0.67)  0.14
C (-1.23, -2.17, -0.77)  -0.33
N (-1.12, -1.42, -1.78)  0.15
C (-1.59, -2.21, -2.93)  -0.24
C (-1.65, -3.64, -2.37)  -0.07
O (-1.65, -3.44, -0.93)  0.02
C (-0.74, -2.11, -4.18)  -0.19
C (-1.15, -2.82, -5.31)  -0.05
C (-0.40, -2.79, -6.47)  -0.09
C (0.77, -2.04, -6.52)  -0.09
C (1.18, -1.33, -5.40)  -0.06
C (0.43, -1.37, -4.23)  -0.03
H (2.54, 3.31, 2.47)  0.13
H (0.98, 3.91, 3.09)  0.13
H (1.75, 3.35, 0.23)  0.13
H (1.78, 5.72, -0.07)  0.12
H (0.51, 7.83, -0.31)  0.10
H (-1.88, 7.91, 0.33)  0.10
H (-2.99, 5.89, 1.22)  0.10
H (-1.71, 3.79, 1.46)  0.11
H (0.07, -0.26, 3.96)  0.12
H (-0.77, -2.61, 3.85)  0.12
H (-1.40, -3.56, 1.63)  0.12
H (-2.59, -1.85, -3.17)  0.16
H (-0.76, -4.21, -2.63)  0.14
H (-2.54, -4.20, -2.64)  0.13
H (-2.07, -3.39, -5.28)  0.11
H (-0.73, -3.34, -7.34)  0.10
H (1.36, -2.02, -7.43)  0.10
H (2.09, -0.75, -5.42)  0.11
H (0.76, -0.80, -3.37)  0.05
C (2.87, -1.46, -1.22)  -0.11
C (3.20, 0.03, -1.30)  -0.57
C (3.51, 0.54, 0.11)  -0.11
C (2.06, 0.84, -1.95)  -0.26
H (3.70, -2.06, -0.83)  0.07
H (2.60, -1.85, -2.21)  0.06
H (2.00, -1.62, -0.57)  0.05
H (4.14, 0.11, -1.88)  0.11
H (2.60, 0.51, 0.72)  0.05
H (3.86, 1.58, 0.08)  0.07
H (4.27, -0.06, 0.61)  0.07
H (2.22, 1.91, -1.70)  -0.02
H (2.19, 0.82, -3.04)  -0.01



# 2
Below is C27H28MnN4O5S as an isolated structure, with properties calculated with ωB97M-V/def2-TZVPD.

Summary:
2S+1	6
calculated total energy	-3190.09240	Ha
Kohn-Sham gap (spin up / spin down)	6.600 / 7.053	eV
<S²>	8.75

Last column: Löwdin charge in e.
Cartesian coordinates (Å):
Mn (-1.36, 0.52, 0.84)  0.91
C (-0.34, -4.10, 0.17)  -0.04
C (0.62, -3.88, -0.72)  -0.02
C (1.08, -2.49, -1.02)  -0.14
C (0.09, -1.44, -0.50)  -0.38
N (-0.85, -1.76, 0.55)  0.11
C (-1.02, -2.98, 0.84)  -0.10
C (-0.86, 0.11, -2.38)  -0.21
C (-0.87, 0.44, -3.73)  -0.01
C (-1.22, 1.72, -4.11)  -0.05
C (-1.54, 2.65, -3.13)  -0.04
C (-1.49, 2.25, -1.81)  -0.08
N (-1.16, 1.01, -1.45)  0.08
H (-0.63, -5.11, 0.44)  0.11
H (1.15, -4.70, -1.19)  0.12
H (2.11, -2.37, -0.65)  0.16
H (-1.72, -3.21, 1.64)  0.13
H (-0.60, -0.30, -4.48)  0.12
H (-1.24, 2.00, -5.16)  0.11
H (-1.81, 3.66, -3.38)  0.11
H (-1.71, 2.93, -1.00)  0.11
O (-3.31, -0.37, -0.74)  -0.12
C (-3.86, -1.28, -1.66)  -0.23
C (-2.96, -2.50, -1.79)  -0.15
C (-1.58, -2.31, -2.44)  -0.09
C (-0.50, -1.30, -1.95)  -0.20
C (0.89, -1.89, -2.45)  -0.15
C (1.94, -0.87, -2.73)  -0.03
C (2.31, 0.10, -1.89)  -0.03
C (1.70, 0.37, -0.58)  -0.09
N (0.75, -0.24, 0.00)  0.10
H (-3.88, -0.12, 0.01)  0.07
H (-3.97, -0.78, -2.63)  0.12
H (-4.85, -1.60, -1.35)  0.13
H (-3.48, -3.23, -2.42)  0.12
H (-2.87, -2.96, -0.81)  0.09
H (-1.72, -2.06, -3.49)  0.12
H (-1.12, -3.30, -2.44)  0.11
H (0.79, -2.60, -3.27)  0.14
H (2.45, -0.93, -3.69)  0.12
H (3.10, 0.78, -2.18)  0.11
H (2.07, 1.24, -0.05)  0.12
C (5.67, 1.31, 2.97)  -0.05
C (4.19, 1.60, 2.88)  -0.28
C (3.25, 0.66, 3.27)  -0.04
C (1.89, 0.92, 3.17)  -0.06
C (1.47, 2.14, 2.67)  -0.29
C (2.39, 3.10, 2.28)  -0.06
C (3.74, 2.83, 2.39)  -0.04
S (-0.26, 2.50, 2.43)  0.57
O (-0.35, 2.59, 0.95)  -0.39
O (-0.57, 3.73, 3.13)  -0.29
N (-1.02, 1.22, 2.87)  -0.28
C (-2.28, 1.35, 3.61)  -0.17
C (-3.51, 1.00, 2.77)  -0.62
O (-4.60, 0.93, 3.31)  0.04
O (-3.29, 0.77, 1.51)  -0.16
H (5.86, 0.41, 3.57)  0.07
H (6.20, 2.14, 3.43)  0.08
H (6.10, 1.15, 1.98)  0.08
H (3.58, -0.30, 3.66)  0.11
H (1.15, 0.19, 3.47)  0.10
H (2.05, 4.05, 1.90)  0.12
H (4.47, 3.58, 2.10)  0.11
H (-2.42, 2.36, 3.99)  0.11
H (-2.27, 0.68, 4.47)  0.11



# 3
Below is C27H28N2O11P2ReS2Te as an isolated structure, with properties calculated with ωB97M-V/def2-TZVPD.

Summary:
2S+1	1
calculated total energy	-3808.12751	Ha
Kohn-Sham gap	7.252	eV
net charge	+1

Last column: Löwdin charge in e.
Cartesian coordinates (Å):
Re (-0.11, -0.26, 0.12)  1.26
N (3.27, -3.91, 0.68)  0.17
C (2.86, -2.84, -0.31)  -0.48
C (3.74, -2.96, -1.55)  -0.07
P (1.09, -3.30, -0.69)  0.36
O (0.91, -2.93, -2.24)  -0.16
O (1.06, -4.76, -0.44)  -0.27
O (0.12, -2.42, 0.08)  -0.39
P (3.10, -1.19, 0.49)  0.36
O (2.76, -1.61, 2.01)  -0.14
O (4.48, -0.74, 0.31)  -0.24
O (2.00, -0.25, -0.06)  -0.52
H (4.26, -4.16, 0.59)  0.17
H (2.64, -4.72, 0.47)  0.13
H (3.10, -3.56, 1.63)  0.14
H (3.68, -3.96, -1.99)  0.10
H (4.77, -2.71, -1.30)  0.09
H (3.41, -2.24, -2.30)  0.09
H (1.02, -3.71, -2.79)  0.11
H (1.92, -1.23, 2.34)  0.04
C (-1.28, 2.86, 1.36)  -0.15
S (0.18, 1.98, 0.78)  0.78
O (1.18, 2.04, 1.85)  -0.39
C (0.70, 3.04, -0.55)  -0.43
C (-0.22, 3.63, -1.41)  -0.13
C (0.24, 4.42, -2.45)  -0.07
C (1.61, 4.60, -2.63)  -0.05
C (2.52, 4.00, -1.77)  -0.04
C (2.07, 3.22, -0.71)  -0.07
H (-1.08, 3.92, 1.29)  0.08
H (-1.43, 2.55, 2.39)  0.07
H (-2.15, 2.57, 0.76)  0.07
H (-1.29, 3.48, -1.26)  0.11
H (-0.47, 4.89, -3.11)  0.12
H (1.96, 5.22, -3.44)  0.12
H (3.58, 4.14, -1.91)  0.12
H (2.75, 2.75, -0.02)  0.12
O (-1.73, -0.06, 1.83)  -0.04
C (-0.81, -0.24, 2.68)  -0.56
O (0.32, -0.61, 2.22)  -0.15
C (-0.99, 0.03, 4.12)  -0.12
C (0.13, 0.13, 4.94)  0.03
C (-0.02, 0.43, 6.28)  0.03
C (-1.30, 0.65, 6.77)  -0.12
C (-2.43, 0.55, 5.97)  0.03
C (-2.27, 0.23, 4.63)  0.02
N (-1.47, 1.00, 8.19)  -0.35
O (-2.54, 1.45, 8.52)  0.10
O (-0.51, 0.82, 8.92)  0.10
H (1.12, -0.01, 4.52)  0.13
H (0.83, 0.51, 6.94)  0.13
H (-3.40, 0.72, 6.41)  0.13
H (-3.13, 0.14, 3.99)  0.13
Te (0.42, 0.51, -2.53)  1.55
C (-0.07, -0.89, -4.03)  -0.87
C (0.78, -1.21, -5.05)  -0.24
C (0.23, -2.18, -5.93)  -0.18
C (-1.01, -2.57, -5.55)  -0.39
S (-1.55, -1.76, -4.15)  1.00
H (1.77, -0.79, -5.16)  0.11
H (0.75, -2.56, -6.80)  0.11
H (-1.66, -3.28, -6.04)  0.08
C (-1.31, 0.23, -1.31)  -0.54
C (-2.65, 0.40, -1.79)  -0.37
C (-2.97, 1.18, -2.91)  -0.08
C (-4.29, 1.30, -3.32)  -0.06
C (-5.29, 0.63, -2.63)  -0.04
C (-4.99, -0.14, -1.52)  -0.05
C (-3.68, -0.25, -1.09)  -0.02
H (-2.18, 1.67, -3.45)  0.09
H (-4.53, 1.90, -4.19)  0.12
H (-6.32, 0.71, -2.97)  0.12
H (-5.78, -0.66, -0.99)  0.12
H (-3.42, -0.84, -0.22)  0.12



# 4
Below is C27H28N2O7Pd as an isolated structure, with properties calculated with ωB97M-V/def2-TZVPD.

Summary:
2S+1	1
calculated total energy	-1809.69309	Ha
Kohn-Sham gap (spin up / spin down)	4.265 / 4.265	eV
net charge	-2

Last column: Löwdin charge in e.
Cartesian coordinates (Å):
Pd (-1.29, -0.21, 0.96)  0.80
O (-3.63, 3.59, -0.03)  0.05
C (-2.92, 2.45, 0.31)  -0.44
O (-2.24, 1.87, -0.48)  0.10
C (-3.16, 2.08, 1.77)  -0.19
C (-3.92, 2.95, 2.54)  -0.03
C (-4.13, 2.62, 3.87)  -0.07
C (-3.56, 1.45, 4.34)  -0.01
C (-2.81, 0.63, 3.50)  -0.13
N (-2.62, 0.95, 2.21)  0.08
C (-2.24, -0.69, 4.11)  -0.67
O (-2.57, -0.84, 5.31)  -0.08
O (-1.59, -1.40, 3.35)  -0.05
H (-3.38, 3.72, -0.96)  0.11
H (-4.32, 3.85, 2.11)  0.10
H (-4.72, 3.26, 4.51)  0.09
H (-3.69, 1.12, 5.36)  0.10
C (-0.92, -3.71, 1.01)  -0.06
C (-2.16, -3.27, 0.23)  -0.64
C (-2.49, -4.33, -0.83)  -0.09
C (-3.35, -3.16, 1.19)  -0.08
C (-1.96, -1.88, -0.38)  -0.19
H (-1.09, -4.68, 1.48)  0.07
H (-0.69, -2.98, 1.79)  0.06
H (-0.06, -3.80, 0.34)  0.07
H (-2.66, -5.31, -0.38)  0.06
H (-1.68, -4.43, -1.56)  0.06
H (-3.40, -4.05, -1.38)  0.07
H (-3.55, -4.14, 1.65)  0.08
H (-4.24, -2.84, 0.65)  0.07
H (-3.12, -2.45, 1.98)  0.05
H (-2.84, -1.69, -1.01)  0.07
C (3.93, 3.79, 1.40)  -0.06
C (4.16, 2.79, 0.31)  -0.24
C (5.47, 2.45, -0.06)  -0.09
C (5.71, 1.49, -1.03)  -0.12
C (4.64, 0.86, -1.65)  -0.05
C (3.34, 1.21, -1.33)  -0.17
N (2.20, 0.58, -1.84)  0.10
C (2.04, -0.33, -2.85)  -0.16
C (2.83, -0.37, -4.01)  -0.04
C (2.57, -1.31, -5.00)  -0.11
C (1.53, -2.22, -4.88)  -0.12
C (0.72, -2.16, -3.75)  -0.03
C (0.95, -1.23, -2.74)  -0.04
C (0.05, -1.16, -1.55)  -0.42
O (-0.85, -2.09, -1.44)  -0.03
O (0.21, -0.24, -0.75)  0.00
C (3.08, 2.19, -0.34)  -0.14
C (1.66, 2.50, 0.06)  -0.05
H (4.87, 4.05, 1.89)  0.06
H (3.25, 3.39, 2.16)  0.09
H (3.48, 4.71, 1.02)  0.07
H (6.30, 2.93, 0.45)  0.09
H (6.72, 1.21, -1.28)  0.08
H (4.83, 0.06, -2.36)  0.09
H (1.46, 0.45, -1.14)  0.06
H (3.63, 0.35, -4.13)  0.10
H (3.20, -1.32, -5.88)  0.09
H (1.34, -2.94, -5.65)  0.08
H (-0.11, -2.84, -3.62)  0.11
H (0.97, 2.36, -0.76)  0.08
H (1.57, 3.54, 0.40)  0.07
H (1.28, 1.84, 0.86)  0.04
O (-0.02, 0.80, 1.91)  -0.70



# 5
Below is C27H28N2SiTi as an isolated structure, with properties calculated with ωB97M-V/def2-TZVPD.

Summary:
2S+1	1
calculated total energy	-2293.57991	Ha
Kohn-Sham gap (spin up / spin down)	6.282 / 5.726	eV
net charge	+2

Last column: Löwdin charge in e.
Cartesian coordinates (Å):
C (0.76, 2.66, 1.48)  -0.12
C (-0.21, 2.75, 0.42)  -0.16
C (-1.52, 2.70, 1.00)  -0.11
H (0.02, 2.95, -0.62)  0.12
C (-1.37, 2.59, 2.42)  -0.13
C (0.04, 2.57, 2.72)  -0.12
H (0.48, 2.63, 3.71)  0.14
H (1.84, 2.74, 1.36)  0.14
H (-2.45, 2.78, 0.44)  0.13
H (-2.19, 2.67, 3.14)  0.14
Ti (-0.40, 0.76, 1.47)  0.99
C (-1.89, -2.88, -4.02)  -0.04
H (-2.61, -2.90, -3.19)  0.02
H (-2.20, -2.13, -4.77)  0.03
H (-0.89, -2.63, -3.65)  -0.02
Si (-0.53, 0.01, -1.04)  0.75
C (1.14, -0.03, -1.93)  -0.36
C (1.94, 1.12, -1.96)  -0.10
H (1.59, 2.05, -1.50)  0.08
C (3.19, 1.09, -2.59)  -0.05
H (3.79, 2.00, -2.62)  0.12
C (3.64, -0.08, -3.20)  -0.05
H (4.62, -0.10, -3.68)  0.12
C (2.85, -1.23, -3.17)  -0.05
H (3.20, -2.16, -3.63)  0.12
C (1.60, -1.21, -2.55)  -0.11
H (0.97, -2.11, -2.53)  0.09
C (-1.67, 1.01, -2.14)  -0.35
C (-1.25, 1.51, -3.39)  -0.08
H (-0.28, 1.22, -3.80)  0.11
C (-2.08, 2.39, -4.10)  -0.05
H (-1.74, 2.79, -5.05)  0.12
C (-3.33, 2.75, -3.58)  -0.05
H (-3.97, 3.44, -4.13)  0.12
C (-3.76, 2.22, -2.36)  -0.07
H (-4.74, 2.49, -1.95)  0.11
C (-2.95, 1.32, -1.66)  -0.15
H (-3.30, 0.88, -0.73)  0.10
H (-1.09, -1.37, -1.11)  0.00
H (-1.86, -3.87, -4.50)  0.03
N (-1.18, -0.02, 3.34)  0.03
C (-0.11, -0.74, 4.01)  -0.22
C (-0.09, -0.92, 5.38)  0.03
C (0.82, -1.86, 5.93)  -0.02
C (1.63, -2.61, 5.10)  0.03
C (1.67, -2.36, 3.69)  -0.13
C (2.38, -3.15, 2.78)  0.06
C (2.27, -2.89, 1.42)  0.01
C (1.54, -1.79, 0.98)  -0.06
N (0.88, -0.98, 1.83)  0.00
C (0.85, -1.31, 3.17)  -0.16
H (-1.96, -0.63, 3.12)  0.15
H (-1.60, 0.68, 3.96)  0.12
H (-0.74, -0.33, 6.02)  0.13
H (0.87, -2.00, 7.01)  0.13
H (2.30, -3.38, 5.48)  0.14
H (2.96, -3.99, 3.16)  0.14
H (2.72, -3.55, 0.68)  0.13
H (1.41, -1.57, -0.09)  0.07



# 6
Below is C27H29ClHgN2O7P as an isolated structure, with properties calculated with ωB97M-V/def2-TZVPD.

Summary:
2S+1	2
calculated total energy	-2637.45776	Ha
Kohn-Sham gap (spin up / spin down)	4.461 / 5.584	eV
net charge	-2
<S²>	0.76

Last column: Löwdin charge in e.
Cartesian coordinates (Å):
Hg (0.34, -1.00, -0.18)  0.88
O (2.48, -1.88, 1.51)  -0.18
C (3.56, -2.40, 1.10)  -0.44
C (4.84, -1.82, 1.40)  -0.04
C (6.03, -2.43, 1.07)  -0.15
C (6.06, -3.67, 0.41)  -0.17
C (4.84, -4.24, 0.06)  -0.11
C (3.62, -3.64, 0.37)  -0.12
C (2.38, -4.35, 0.02)  -0.31
N (1.32, -3.90, -0.61)  0.09
C (0.42, -4.95, -0.65)  -0.18
C (0.95, -6.05, -0.05)  -0.13
N (2.20, -5.66, 0.37)  0.08
H (4.83, -0.86, 1.89)  0.09
H (6.97, -1.94, 1.31)  0.08
H (7.00, -4.15, 0.15)  0.06
H (4.84, -5.17, -0.50)  0.09
H (-0.55, -4.83, -1.11)  0.09
H (0.57, -7.04, 0.13)  0.08
H (2.87, -6.20, 0.90)  0.14
C (1.39, 4.04, -3.36)  -0.02
C (0.29, 4.54, -2.46)  -0.18
C (-0.97, 4.79, -2.99)  -0.08
C (-1.99, 5.32, -2.21)  -0.68
Cl (-3.56, 5.61, -2.94)  0.59
C (-1.77, 5.62, -0.89)  -0.12
C (-0.52, 5.37, -0.35)  0.00
C (0.50, 4.81, -1.10)  -0.26
O (1.71, 4.73, -0.49)  -0.05
C (2.52, 3.54, -0.59)  -0.10
C (1.75, 2.20, -0.75)  -0.75
O (2.44, 1.27, -1.21)  -0.08
O (0.55, 2.23, -0.42)  -0.10
H (1.05, 4.03, -4.39)  0.07
H (1.71, 3.03, -3.09)  0.08
H (2.26, 4.69, -3.30)  0.09
H (-1.16, 4.58, -4.04)  0.10
H (-2.57, 6.03, -0.28)  0.10
H (-0.32, 5.58, 0.69)  0.11
H (3.06, 3.48, 0.35)  0.12
H (3.25, 3.64, -1.40)  0.10
C (-4.05, -3.85, 0.39)  -0.14
C (-4.03, -2.85, -0.58)  -0.13
C (-2.90, -2.05, -0.74)  -0.18
C (-1.78, -2.22, 0.06)  -0.31
C (-1.80, -3.23, 1.02)  -0.21
C (-2.93, -4.04, 1.19)  -0.14
H (-4.92, -4.48, 0.51)  0.08
H (-4.90, -2.70, -1.22)  0.08
H (-2.91, -1.27, -1.50)  0.07
H (-0.93, -3.39, 1.65)  0.08
H (-2.92, -4.82, 1.94)  0.08
C (-3.41, 1.90, -0.76)  -0.14
O (-3.70, 1.53, 0.59)  -0.35
P (-2.39, 1.13, 1.49)  0.84
O (-3.21, 0.72, 2.85)  -0.35
C (-3.60, -0.65, 2.98)  -0.16
O (-2.01, 2.64, 1.98)  -0.35
C (-0.66, 2.86, 2.41)  -0.15
H (-4.35, 2.18, -1.23)  0.08
H (-2.96, 1.06, -1.31)  0.06
H (-2.72, 2.75, -0.80)  0.07
H (-3.78, -0.84, 4.04)  0.07
H (-2.83, -1.33, 2.61)  0.05
H (-4.52, -0.84, 2.43)  0.08
H (-0.56, 3.93, 2.57)  0.07
H (0.05, 2.54, 1.64)  0.05
H (-0.46, 2.34, 3.35)  0.07



# 7
Below is one molecule with the formula C27H29N3O6, with properties calculated with ωB97M-V/def2-TZVPD.

Summary:
2S+1	1
calculated total energy	-1661.94688	Ha
Kohn-Sham gap	8.214	eV

Last column: Löwdin charge in e.
Cartesian coordinates (Å):
C (0.70, 1.92, 5.45)  -0.10
C (2.14, 2.00, 4.97)  -0.25
C (2.30, 1.47, 3.53)  -0.15
C (2.03, 0.00, 3.48)  -0.23
N (2.93, -0.74, 4.07)  0.17
C (2.80, -2.07, 4.14)  -0.21
C (3.80, -2.83, 4.79)  -0.01
C (3.68, -4.19, 4.87)  -0.08
C (2.58, -4.85, 4.31)  -0.08
C (1.59, -4.14, 3.67)  -0.01
C (1.68, -2.74, 3.57)  -0.09
C (0.72, -1.93, 2.92)  -0.01
C (-0.48, -2.58, 2.31)  -0.46
O (-1.43, -3.00, 2.91)  0.15
O (-0.34, -2.63, 0.97)  0.03
C (-1.46, -3.07, 0.20)  -0.05
C (-2.04, -1.89, -0.49)  -0.31
N (-3.02, -1.14, -0.09)  0.12
N (-3.15, -0.14, -0.98)  0.11
C (-2.23, -0.32, -1.89)  -0.29
C (-1.98, 0.51, -3.04)  -0.15
C (-2.83, 1.59, -3.29)  0.04
C (-2.59, 2.40, -4.38)  -0.19
O (-3.34, 3.48, -4.72)  -0.06
C (-4.45, 3.80, -3.92)  -0.07
C (-1.49, 2.15, -5.24)  -0.11
O (-1.41, 3.04, -6.26)  -0.04
C (-0.38, 2.98, -7.22)  -0.06
C (-0.65, 1.06, -4.98)  -0.17
O (0.40, 0.84, -5.83)  -0.11
C (1.27, -0.24, -5.57)  -0.08
C (-0.90, 0.25, -3.88)  0.04
O (-1.49, -1.43, -1.64)  0.14
C (0.87, -0.56, 2.87)  -0.09
C (-0.15, 0.28, 2.15)  -0.17
C (0.29, 0.59, 0.72)  -0.06
H (0.05, 2.54, 4.83)  0.07
H (0.33, 0.90, 5.42)  0.07
H (0.62, 2.28, 6.48)  0.07
H (2.48, 3.03, 5.01)  0.10
H (2.77, 1.40, 5.62)  0.10
H (1.65, 2.03, 2.87)  0.10
H (3.33, 1.63, 3.23)  0.12
H (4.64, -2.30, 5.21)  0.11
H (4.45, -4.77, 5.37)  0.10
H (2.51, -5.92, 4.40)  0.10
H (0.74, -4.65, 3.25)  0.12
H (-2.21, -3.50, 0.87)  0.14
H (-1.10, -3.80, -0.52)  0.14
H (-3.65, 1.76, -2.61)  0.11
H (-4.90, 4.67, -4.38)  0.10
H (-4.15, 4.03, -2.89)  0.10
H (-5.18, 2.98, -3.90)  0.10
H (0.61, 3.10, -6.76)  0.10
H (-0.40, 2.05, -7.79)  0.10
H (-0.57, 3.82, -7.89)  0.10
H (2.02, -0.21, -6.36)  0.10
H (0.74, -1.20, -5.61)  0.10
H (1.76, -0.14, -4.60)  0.10
H (-0.27, -0.59, -3.66)  0.11
H (-0.32, 1.22, 2.69)  0.10
H (-1.11, -0.24, 2.13)  0.11
H (0.46, -0.34, 0.18)  0.07
H (1.22, 1.15, 0.71)  0.07
H (-0.47, 1.17, 0.21)  0.08



In the order shown, the computed strongest force on any atom values come out to 0.360 0.309 1.648 1.480 2.490 0.736 1.578 eV Å⁻¹.